41
Properties=species:S:1:pos:R:3:forces:R:3:lowdin_charge:R:1 method="wB97M-V/def2-TZVPD" de_lowest_kj_mol=436.93 smiles="N/C=C/C[C@@H](N)CO.O.O.O.O.O.O.O" lumo_energy_ev=0.3 total_charge=0 homo_ev=-8.4077 homo_lumo_gap_ev=8.71
O -0.558 -2.846 0.220 -2.3 -2.7 -3.9 -0.0163
O 3.318 -1.411 0.546 -0.5 3.2 -2.2 -0.0910
O 3.298 2.377 -0.890 -1.5 -0.2 0.2 -0.1134
O -2.718 -1.584 -0.985 -3.8 5.7 -1.6 0.0248
O -1.322 -1.362 2.326 -0.6 -2.0 1.0 -0.0449
O 1.529 -2.347 2.375 -0.1 0.9 0.4 -0.0287
O 1.848 -3.606 -0.386 0.3 -1.6 2.9 -0.0266
O -0.631 -0.740 -2.804 0.1 0.0 -1.3 -0.0562
N -2.789 1.184 1.646 -1.3 -0.8 0.5 0.0021
N 0.874 0.823 -0.880 -0.5 -1.6 2.9 0.0316
C -1.805 1.965 1.011 -3.0 -1.9 -1.8 -0.2342
C 0.723 2.184 -0.357 2.4 1.8 -2.6 -0.3129
C -1.765 2.074 -0.299 4.8 3.3 1.8 -0.1008
C -0.550 2.904 -0.865 -2.3 1.0 3.5 -0.1601
C 2.028 3.102 -0.986 -0.1 -3.6 1.2 -0.1498
H 2.567 -3.201 0.147 -0.5 0.2 -0.9 0.0480
H 3.010 1.458 -1.056 0.5 0.4 0.1 0.0462
H 0.265 -3.280 0.011 1.0 -0.3 -0.3 -0.0165
H 1.904 -3.304 -1.248 0.6 1.1 -2.5 0.0219
H 0.912 0.739 -1.843 0.1 0.4 -2.4 0.0330
H 0.744 -1.861 2.663 0.0 0.1 0.0 0.0351
H -1.151 -1.169 -3.500 0.3 0.4 0.0 0.0523
H -0.824 3.052 -1.916 1.3 -0.1 0.0 0.1078
H -2.205 -1.642 2.672 1.2 0.3 -0.5 0.0948
H 2.820 -0.541 0.261 1.4 -2.4 0.3 0.0853
H 1.954 3.355 -2.025 -0.9 0.3 -0.6 0.0968
H 1.248 -3.246 2.429 -0.1 -1.1 0.0 0.0517
H -3.570 0.746 1.046 1.9 1.4 1.3 0.1382
H 2.114 3.937 -0.358 0.0 1.4 0.6 0.0821
H 0.163 0.057 -0.647 1.1 2.1 0.3 0.1011
H 0.905 2.217 0.766 -0.7 -0.1 -1.5 0.1451
H -3.247 -2.005 -1.620 -1.0 -1.0 -1.1 0.0315
H -3.111 1.749 2.436 -0.6 -0.8 -0.3 0.0850
H -0.731 3.919 -0.295 1.0 -1.5 -1.4 0.1387
H -2.155 1.612 -1.082 -3.0 -2.5 -2.4 0.0532
H -1.385 -0.433 2.248 -0.5 1.9 -0.3 -0.0098
H -2.143 -2.133 -0.636 4.6 -4.8 2.9 -0.0960
H -0.394 -2.294 0.895 0.7 3.1 3.8 -0.0841
H -1.139 2.379 1.696 1.1 1.1 0.8 0.0995
H 2.851 -1.562 1.342 -0.8 -0.7 1.8 -0.0448
H -0.885 -1.266 -2.059 -0.3 -0.3 1.1 -0.0197

***

20
Properties=species:S:1:pos:R:3:forces:R:3:lowdin_spin:R:1 method="wB97M-V/def2-TZVPD" de_lowest_kj_mol=276.66 s_squared=2.037 lumo_energy_ev="-3.8 / -7.1" total_charge=+1 homo_ev="-13.1450 / -13.3866" multiplicity=3 homo_lumo_gap_ev="9.39 / 6.26"
O -0.230 -0.127 -2.589 -1.3 0.9 0.4 0.0747
O -0.179 3.716 -1.335 0.2 1.6 0.7 0.7845
N 0.372 -0.029 0.955 2.3 0.6 -0.9 0.0218
N -0.286 2.551 -1.250 -1.6 1.0 -4.1 0.6036
N -0.134 0.208 -1.217 0.3 1.0 -3.0 0.3106
C 0.140 1.463 -0.819 0.1 -2.8 4.6 0.1137
C 0.535 -0.747 -0.243 -0.6 -1.2 0.9 0.0195
C 0.608 1.370 0.676 1.0 0.5 -0.5 0.0440
C -0.614 -0.396 1.923 -0.1 0.6 -2.1 0.0019
C 0.042 -2.177 -0.236 -1.2 -2.5 0.3 0.0038
H -1.551 0.001 1.599 -1.2 0.1 0.4 0.0008
H 1.657 1.831 0.646 -0.7 -1.3 0.3 0.0064
H 1.581 -0.860 -0.458 0.6 0.8 -0.8 0.0089
H 0.882 -2.809 -0.618 -1.0 0.4 0.0 -0.0001
H -0.616 -1.452 1.963 -0.3 -0.7 0.8 0.0006
H -0.920 -2.407 -0.813 1.5 0.6 0.5 -0.0002
H -0.191 -2.635 0.805 0.7 1.1 -1.8 -0.0001
H -0.195 0.084 2.723 -0.1 0.7 3.0 0.0000
H 0.087 2.036 1.379 -0.3 -0.2 -0.5 0.0000
H -0.987 0.379 -3.089 1.7 -0.9 1.8 0.0057